1.
{"formula": "C5H6N2", "method": "ωB97M-V/def2-TZVPD", "species": ["C", "C", "N", "H", "C", "H", "H", "H", "H", "H", "C", "N", "C"], "coordinates": [[0.447, 0.795, -1.031], [-1.227, -1.161, 0.555], [2.509, -1.132, 1.235], [0.726, 1.753, -1.483], [-0.992, 0.531, -0.681], [-1.961, 0.660, -1.137], [0.925, -0.023, -1.587], [-1.863, -1.524, 1.356], [-1.016, -1.779, -0.309], [0.827, 1.530, 1.050], [1.683, -0.388, 0.926], [-0.747, 0.146, 0.594], [0.677, 0.591, 0.512]], "atomic_forces_ev_per_a": [[0.082, 0.038, -0.116], [-0.076, -0.600, 0.351], [-0.625, 0.518, -0.224], [-0.054, -0.178, 0.113], [0.026, 0.588, -0.649], [0.122, -0.024, 0.062], [-0.034, 0.087, 0.025], [0.146, 0.077, -0.080], [0.007, 0.052, 0.087], [-0.031, -0.135, -0.002], [0.521, -0.380, 0.144], [-0.265, 0.033, 0.296], [0.180, -0.077, -0.007]], "homo_energy_ev": [-7.6494, -8.1455], "gap_ev": [7.76, 8.53], "e_above_lowest_kcal_mol": 116.7, "e_tot_ev": -8257.298, "molar_mass_g_mol": 94.1, "e_lumo_ev": [0.1, 0.4], "charge": 0}

2.
{"formula": "C2H10N4", "method": "ωB97M-V/def2-TZVPD", "species": ["H", "H", "H", "C", "H", "H", "H", "H", "H", "N", "N", "H", "H", "C", "N", "N"], "coordinates": [[-1.928, 1.258, -0.935], [2.411, -1.662, 0.528], [0.030, 0.399, -1.510], [-1.006, 0.278, 1.120], [-0.647, -0.294, 2.010], [-2.171, -1.248, 0.324], [1.579, -1.054, 1.922], [-2.914, 0.051, -1.356], [-1.007, 1.339, 1.115], [1.568, -1.048, 0.877], [-2.070, 0.299, -0.807], [1.574, -0.663, -1.523], [1.685, 1.096, -1.229], [1.052, 0.195, -1.068], [0.985, -0.049, 0.308], [-1.796, -0.310, 0.274]], "atomic_forces_ev_per_a": [[0.593, 1.772, 0.638], [-2.107, 1.120, -0.408], [1.086, -0.275, 0.596], [-1.275, -2.403, 2.247], [-0.885, 0.734, -0.819], [0.341, -0.543, 0.385], [-0.503, 0.217, -0.816], [0.638, -0.408, 0.807], [0.595, 0.779, -0.194], [1.525, 1.595, -0.756], [-3.275, 0.308, -5.957], [-0.321, 0.430, -0.578], [-0.409, -0.114, 0.253], [0.889, -1.084, -1.498], [1.550, -2.103, 2.674], [1.559, -0.024, 3.425]], "homo_energy_ev": [-18.5686, -18.5703], "gap_ev": [7.57, 7.57], "e_above_lowest_kcal_mol": 107.4, "e_tot_ev": -8174.120, "molar_mass_g_mol": 90.1, "e_lumo_ev": [-11.0, -11.0], "charge": 2}

3.
{"formula": "C5H19NO4", "method": "ωB97M-V/def2-TZVPD", "species": ["H", "H", "H", "H", "C", "O", "C", "H", "O", "H", "N", "C", "H", "H", "H", "C", "H", "H", "H", "O", "H", "H", "H", "H", "H", "H", "H", "C", "O"], "coordinates": [[0.778, 1.583, -2.889], [-0.373, -0.246, 2.462], [0.743, 2.220, -1.443], [2.106, -1.951, 0.503], [-0.355, -2.442, -0.492], [2.276, 2.984, -0.025], [0.092, -1.093, 0.014], [-1.592, 0.782, 2.893], [-2.440, 2.741, 1.964], [2.820, 0.007, 1.932], [-0.900, -1.691, -2.834], [1.427, -1.161, 0.779], [-2.066, -1.291, -1.218], [0.281, -3.234, -0.919], [2.080, 3.632, 0.658], [-1.434, -2.117, -1.537], [2.105, 2.090, 0.292], [-2.232, -2.829, -1.839], [-1.248, -0.772, -3.119], [0.221, 1.995, -2.225], [0.110, -1.756, -2.904], [-0.787, -3.083, 0.295], [1.308, 0.704, 1.810], [-0.765, -0.692, 0.703], [0.444, -0.475, -0.815], [-1.919, 2.994, 2.745], [-1.613, 2.743, 1.446], [1.852, -0.163, 1.516], [-0.920, 0.521, 2.248]], "atomic_forces_ev_per_a": [[0.472, 0.356, 0.176], [-0.518, 0.298, 0.966], [0.385, 0.190, -0.333], [0.104, -0.328, 0.061], [-1.578, -1.825, -0.693], [-0.130, -0.197, -0.690], [0.991, -0.462, 1.877], [0.237, -0.620, 0.054], [1.839, 0.403, 0.421], [0.944, -0.988, 0.011], [0.160, 1.249, 2.715], [-0.742, 0.118, -0.506], [-0.202, 0.390, 0.123], [0.868, 0.959, -0.185], [-0.063, -0.284, 0.175], [-0.311, -0.035, -1.286], [0.119, 0.298, 0.510], [0.292, -0.584, 0.458], [-0.271, -0.341, -0.821], [-0.741, -0.517, 0.076], [0.287, -0.491, -0.614], [-0.341, 0.677, -0.013], [-1.200, 0.350, -0.257], [1.658, -0.115, -1.951], [-1.062, 0.465, -0.199], [-1.161, 0.228, 0.710], [-0.829, -0.402, -1.042], [0.695, 0.924, 0.753], [0.099, 0.288, -0.494]], "homo_energy_ev": [-13.5360, -13.5012], "gap_ev": [10.27, 4.95], "e_above_lowest_kcal_mol": 70.6, "e_tot_ev": -15162.354, "s_squared": 0.7542, "spin_multiplicity": 2, "molar_mass_g_mol": 157.2, "e_lumo_ev": [-3.3, -8.6], "charge": 1}